(1)
Formula: C18H48ClN23O11P2
Source: the OMol25 dataset
Level of theory: wB97M-V/def2-TZVPD

Element x y z (Å)
N -0.68801 -4.49367 4.91815
P -0.38901 -5.39915 3.60592
C -0.08414 -4.25826 2.12340
C -1.29137 -3.59471 1.37217
C -0.94680 -2.66718 0.16723
C 0.53504 -2.38426 -0.29285
N 0.70737 -1.49191 -1.40093
C 2.08183 -1.29284 -1.72771
P 2.54001 -0.11034 -3.16873
O 1.14173 -0.11105 -4.18268
Cl 2.78831 1.87521 -2.38497
C 3.23731 -2.01410 -0.98144
N 3.11555 -2.91093 0.11744
C 1.72318 -3.04677 0.44138
C 1.37156 -3.98834 1.66841
H 0.03256 -4.67207 5.63733
H 0.82706 -6.14703 3.83573
H -1.49480 -6.25940 3.28053
H -2.36337 -3.83281 1.71671
H -1.82531 -2.18678 -0.40303
H 0.82866 -1.04919 -4.25870
H 4.30857 -1.79692 -1.34939
H 2.23361 -4.51386 2.22469
C -3.19147 0.77938 -0.04293
O -2.83925 -0.25957 0.49827
N -2.40302 1.45245 -0.91554
N -4.40049 1.34705 0.18504
H -2.67312 2.30615 -1.36937
H -1.49484 1.06109 -1.11039
H -5.01600 0.87443 0.82901
H -4.71000 2.19945 -0.24730
C 5.55054 3.85690 0.07045
O 4.61247 3.73602 0.84114
N 5.42679 3.66776 -1.26739
N 6.79889 4.19089 0.48356
H 6.18494 3.76212 -1.91860
H 4.51375 3.41829 -1.61247
H 6.93071 4.33973 1.47075
H 7.58333 4.29521 -0.13385
C -0.16708 0.14998 4.33108
O -0.34183 1.36271 4.32830
N -0.23476 -0.60119 3.20713
N 0.10871 -0.54380 5.45905
H -0.09391 -1.59610 3.19032
H -0.43959 -0.12345 2.34395
H 0.16842 -0.01936 6.31726
H 0.25446 -1.53778 5.48286
C -1.55895 -2.07744 -6.05285
O -0.69138 -2.94689 -6.07120
N -2.87732 -2.36210 -5.96619
N -1.26454 -0.75681 -6.11795
H -3.59929 -1.66484 -5.94993
H -3.13781 -3.33875 -5.91753
H -0.29074 -0.50665 -6.18339
H -1.95462 -0.02824 -6.10387
C 1.89149 3.65472 5.84602
O 2.22942 2.53400 6.20820
N 2.37203 4.78265 6.42573
N 1.01149 3.86460 4.83834
H 2.11115 5.71038 6.14652
H 3.03111 4.66586 7.18045
H 0.62994 3.04698 4.37976
H 0.72404 4.77500 4.52955
C -2.88280 -5.94458 -7.10574
O -3.71618 -5.17010 -6.64496
N -3.21447 -7.15923 -7.60489
N -1.56487 -5.65035 -7.15318
H -2.54968 -7.80717 -7.98587
H -4.18913 -7.41322 -7.58593
H -1.28173 -4.75054 -6.78845
H -0.86665 -6.26834 -7.52442
C -5.85338 -4.54310 -3.21276
O -6.95326 -4.67012 -3.72879
N -4.69906 -4.64528 -3.91569
N -5.69184 -4.28808 -1.88879
H -3.78667 -4.54394 -3.50933
H -4.77591 -4.83452 -4.90496
H -6.52695 -4.20496 -1.33231
H -4.79808 -4.18018 -1.44506
C 2.51017 4.90714 -6.06943
O 2.83173 5.68018 -6.95768
N 3.05562 4.95013 -4.82863
N 1.57865 3.93651 -6.24532
H 2.80417 4.32361 -4.08611
H 3.75190 5.65710 -4.65752
H 1.14984 3.87178 -7.15404
H 1.30065 3.29112 -5.52791
C -6.04248 3.14498 3.01155
O -6.86239 2.90680 2.13469
N -4.75486 2.73387 2.93557
N -6.35239 3.84036 4.13350
H -4.06476 2.91727 3.64199
H -4.48906 2.21322 2.11393
H -7.30180 4.16308 4.22579
H -5.69486 4.04574 4.86359
C 6.24616 4.37452 7.97224
O 5.41774 5.14899 8.42835
N 5.91000 3.17247 7.44367
N 7.57436 4.65144 7.95532
H 6.57460 2.52329 7.06434
H 4.93057 2.92946 7.43714
H 7.86348 5.53610 8.33957
H 8.27040 4.03005 7.58588

Output
HOMO (eV): -8.933
Total charge: 0
Largest force on an atom (Eh/bohr): 0.1168
Calculated total energy (hartree): -3944.8549
Kohn-Sham gap (eV): 6.918


(2)
Formula: H10O4S2
Source: the OMol25 dataset
Level of theory: wB97M-V/def2-TZVPD

Element x y z (Å)
S -0.85817 2.22853 0.13436
S -0.02392 -2.04909 -2.00436
H -0.71015 3.06487 -0.87404
H 0.58877 -3.15344 -2.33735
H -1.51285 -0.94500 0.38338
H -1.95125 0.52335 0.41005
O -2.28590 -0.37317 0.26912
H 1.26547 0.09640 -1.50600
H 2.76170 0.12708 -1.07321
O 1.99476 0.67298 -1.27017
H -0.77043 -2.29967 -0.07610
H -1.62154 -2.67326 1.12692
O -0.98358 -2.00176 0.84039
H 1.43534 2.79095 2.57210
H 0.96781 1.96208 1.38016
O 1.70394 2.02915 2.02474

Output
HOMO (eV): -9.006
ΔE to the lowest compared entry with this formula, charge and spin (kJ/mol): 713.81
Total charge: 0
Largest force on an atom (Eh/bohr): 0.0844
Calculated total energy (hartree): -1103.0584
Kohn-Sham gap (eV): 3.212


(3)
Formula: C7H6NOP
Source: the OMol25 dataset
Level of theory: wB97M-V/def2-TZVPD

Element x y z (Å)
C -1.77506 0.19106 0.31622
C -1.27719 -1.03450 0.81546
C -0.94366 1.14967 -0.20059
C 0.05284 -1.31375 0.76621
C 0.43880 0.91358 -0.28193
C 0.80930 -0.26100 0.21731
C 1.41254 1.87907 -0.72266
N 2.93676 -0.23412 -0.40244
O 3.92008 -0.96870 0.16346
P 3.07506 1.29884 -0.88103
H -2.80708 0.42155 0.04391
H -1.92409 -1.73279 1.10375
H -1.25289 2.02622 -0.81725
H 0.52430 -2.34835 0.95738
H 1.10929 2.89966 -1.15661
H 3.89495 -1.84409 -0.15740

Output
HOMO (spin up / spin down) (eV): -7.598 / -7.599
ΔE to the lowest compared entry with this formula, charge and spin (kJ/mol): 453.92
Total charge: 0
Largest force on an atom (Eh/bohr): 0.0910
Calculated total energy (hartree): -741.4829
Kohn-Sham gap (spin up / spin down) (eV): 7.524 / 7.527